The following is a quantum chemistry calculation of a single C17H24N2O molecule, from the Open Molecules 2025 dataset.

Structure (XYZ):
```
44
Properties=species:S:1:pos:R:3:forces:R:3
C 0.428 5.652 2.690 0.2 -0.2 0.0
C 1.047 4.260 2.647 -0.2 0.0 0.1
C 0.010 3.136 2.651 0.1 0.1 -0.2
C -0.847 3.045 1.380 0.0 -0.3 0.5
N -0.100 2.804 0.164 0.0 0.4 -0.1
C 0.112 3.948 -0.699 0.1 0.0 -0.3
C 0.358 1.595 -0.258 -0.2 0.0 0.3
O 1.006 1.489 -1.284 0.2 -0.3 -0.3
C 0.022 0.390 0.607 0.2 -0.3 -0.2
C 0.418 -0.919 -0.074 -0.2 0.3 0.0
C -0.500 -1.253 -1.255 0.3 -0.1 0.0
C -0.101 -2.544 -1.888 0.0 0.2 -0.3
C 0.675 -2.709 -2.996 -0.2 0.3 0.2
N 0.862 -4.043 -3.252 0.3 -0.2 -0.3
C 0.207 -4.770 -2.303 -0.3 0.0 0.5
C 0.097 -6.145 -2.133 0.0 -0.1 0.0
C -0.644 -6.599 -1.063 0.1 -0.1 -0.1
C -1.266 -5.710 -0.181 -0.1 0.0 0.2
C -1.161 -4.347 -0.345 0.0 0.0 0.0
C -0.416 -3.856 -1.417 0.2 -0.3 -0.3
H -0.172 5.851 1.805 -0.1 0.1 -0.1
H -0.210 5.756 3.565 -0.1 0.1 0.1
H 1.207 6.408 2.744 0.0 0.1 0.0
H 1.683 4.136 3.527 0.1 0.0 -0.1
H 1.687 4.158 1.769 0.1 0.0 0.0
H -0.668 3.276 3.496 0.0 -0.1 0.1
H 0.531 2.189 2.801 -0.1 -0.1 0.0
H -1.590 2.255 1.523 0.0 0.1 0.0
H -1.391 3.982 1.247 0.0 -0.1 0.0
H 0.690 4.723 -0.196 0.0 0.1 0.0
H -0.847 4.365 -1.015 0.0 0.0 0.0
H 0.661 3.606 -1.575 -0.1 0.1 0.1
H 0.556 0.481 1.554 -0.1 0.1 0.0
H -1.049 0.380 0.823 0.0 0.0 0.1
H 0.381 -1.732 0.653 0.0 0.0 0.0
H 1.442 -0.831 -0.441 0.0 -0.1 0.0
H -0.432 -0.451 -1.990 -0.1 0.0 0.0
H -1.534 -1.321 -0.904 -0.1 0.1 0.0
H 1.112 -1.961 -3.630 0.1 0.1 -0.1
H 1.395 -4.421 -4.016 -0.1 0.0 0.1
H 0.577 -6.831 -2.816 0.0 -0.1 0.0
H -0.750 -7.662 -0.901 0.0 -0.1 0.0
H -1.839 -6.109 0.643 0.0 0.0 0.1
H -1.647 -3.669 0.341 -0.1 0.1 0.1
```
Positions in Å, forces in eV/Å.

Calculated values
- net charge = 0
- SMILES = CCCCN(C)C(=O)CCCc1c[nH]c2ccccc12
- energy relative to the best compared isomer or geometry (same formula, charge and spin) (eV) = 0.305
- electronic energy (Ha) = -846.96702
- multiplicity = 1
- HOMO level (eV) = -7.6
- LUMO energy (eV) = 0.86

***

The following is a quantum chemistry calculation of a single C17H24N2O4S molecule, from the Open Molecules 2025 dataset.

Structure (XYZ):
```
48
Properties=species:S:1:pos:R:3:forces:R:3
C 4.709 0.212 2.829 0.1 -0.1 0.0
C 3.609 -0.826 2.712 0.2 0.2 0.2
O 3.859 -1.968 3.048 0.2 -0.1 0.1
N 2.404 -0.482 2.158 -0.2 -0.2 -0.2
C 1.795 0.852 2.284 0.0 0.6 0.1
C 2.110 1.757 1.081 -0.1 -0.1 0.1
C 2.225 1.541 3.592 -0.1 0.0 -0.1
C 0.266 0.699 2.397 0.0 0.0 0.1
C -0.303 0.016 1.203 0.2 -0.5 -0.2
N -1.439 0.413 0.806 -0.2 1.1 0.9
O -1.980 -0.210 -0.331 0.4 -0.7 -0.8
S -1.176 -0.068 -1.739 0.0 0.1 -0.2
O -0.843 -1.377 -2.208 -0.4 0.0 0.0
O -0.115 0.880 -1.566 -0.4 0.2 -0.1
C -2.487 0.621 -2.718 0.4 -0.3 0.3
C -2.706 1.981 -2.658 0.0 0.2 0.0
C -3.752 2.523 -3.388 0.1 0.0 0.1
C -4.556 1.695 -4.158 0.0 0.0 0.0
C -4.322 0.329 -4.205 0.0 0.0 0.0
C -3.278 -0.217 -3.476 0.0 -0.2 -0.1
C 0.553 -1.038 0.603 0.2 -0.1 -0.1
C 1.629 -1.589 1.547 -0.1 -0.5 0.0
C 0.992 -2.492 2.611 0.1 0.1 0.0
C 2.557 -2.435 0.660 -0.1 -0.1 0.2
H 4.575 1.066 2.179 0.0 0.1 0.0
H 4.820 0.536 3.860 0.0 0.1 0.0
H 5.631 -0.302 2.556 0.0 0.0 0.0
H 3.158 1.692 0.803 0.1 0.0 0.0
H 1.514 1.494 0.212 0.0 0.0 -0.1
H 1.887 2.790 1.339 -0.1 0.2 0.0
H 3.163 2.073 3.492 0.1 0.0 0.0
H 2.313 0.812 4.395 0.0 0.0 0.1
H 1.470 2.269 3.878 -0.1 0.1 0.0
H -0.201 1.677 2.501 0.1 0.0 0.0
H 0.030 0.120 3.293 0.0 0.0 0.0
H -2.054 2.588 -2.050 0.0 0.2 0.1
H -3.940 3.585 -3.357 0.0 0.1 0.0
H -5.371 2.119 -4.725 -0.1 0.0 0.0
H -4.952 -0.307 -4.807 0.0 -0.1 0.0
H -3.056 -1.272 -3.487 -0.1 -0.1 -0.1
H -0.078 -1.859 0.250 0.1 0.0 0.1
H 1.034 -0.627 -0.288 0.0 0.0 0.1
H 1.759 -2.832 3.301 0.0 0.0 0.0
H 0.214 -1.980 3.170 -0.1 0.0 0.1
H 0.551 -3.361 2.130 -0.1 -0.1 -0.1
H 1.957 -3.091 0.035 -0.1 -0.1 -0.1
H 3.149 -1.790 0.014 0.0 0.1 -0.1
H 3.228 -3.042 1.258 0.0 0.0 -0.1
```
Positions in Å, forces in eV/Å.

Calculated values
- net charge = 0
- SMILES = CC(=O)N1C(C)(C)CC(=NOS(=O)(=O)c2ccccc2)CC1(C)C
- energy relative to the best compared isomer or geometry (same formula, charge and spin) (eV) = 3.097
- electronic energy (Ha) = -1470.79638
- multiplicity = 1
- HOMO level (eV) = -9.1
- LUMO energy (eV) = 0.49

***

The following is a quantum chemistry calculation of a molecular structure, C17H24N3O2OsP, from the Open Molecules 2025 dataset.

Structure (XYZ):
```
48
Properties=species:S:1:pos:R:3:forces:R:3
N 0.031 2.660 -0.061 1.5 -0.4 -0.2
C 0.591 3.673 -0.054 -1.2 0.4 0.0
C 0.945 5.057 0.005 0.6 0.4 0.0
H 0.032 5.675 -0.076 0.3 -0.3 0.1
H 1.609 5.283 -0.836 0.0 0.2 0.1
H 1.462 5.247 0.958 -0.1 0.2 -0.2
N 3.230 -1.215 -0.294 -1.2 -1.1 -1.2
C 3.670 -2.168 -0.830 1.3 1.9 2.7
C 4.782 -3.095 -0.905 0.1 -0.7 -0.7
H 5.508 -2.720 -1.644 -0.2 -0.2 0.1
H 4.447 -4.098 -1.191 0.2 0.0 0.1
H 5.235 -3.085 0.108 -0.2 -0.1 -0.5
N -1.628 -2.899 -0.409 -0.2 0.8 0.1
C -2.769 -2.820 -0.237 0.2 -0.7 0.4
C -4.165 -2.906 0.140 -0.7 0.1 0.1
H -4.279 -3.636 0.955 0.2 0.2 -0.1
H -4.788 -3.266 -0.686 0.2 0.1 0.0
H -4.545 -1.927 0.476 0.1 -0.4 -0.1
Os 0.736 -0.114 -0.250 -0.7 3.8 -1.5
C 0.530 -1.578 0.968 -1.0 -7.9 4.4
O 0.502 -2.338 1.838 0.6 2.7 -2.6
C 1.721 0.537 1.274 5.6 3.5 6.9
O 2.290 0.931 2.204 -2.2 -1.8 -3.9
C 1.191 1.070 -2.195 0.4 0.0 -1.1
C -0.208 1.078 -2.074 -0.4 1.1 -0.6
C -0.937 -0.107 -1.977 -0.7 -0.3 -0.2
C -0.285 -1.305 -2.220 -0.6 -2.0 -1.5
C 1.105 -1.349 -2.235 -0.1 -1.2 -0.9
C 1.845 -0.158 -2.324 0.9 0.5 -1.1
H 1.765 1.990 -2.189 -0.1 0.0 -0.2
H -0.731 2.020 -2.040 0.0 0.0 -0.1
H -2.003 -0.085 -1.778 0.2 0.0 -0.5
H -0.831 -2.229 -2.366 -0.1 0.1 0.2
H 1.603 -2.319 -2.270 -0.2 0.3 -0.2
H 2.907 -0.170 -2.550 -0.1 0.0 0.3
C -0.467 1.699 2.538 0.6 0.6 -0.7
P -1.070 0.491 1.303 -1.7 0.6 2.4
C -1.728 -0.634 2.608 0.3 -0.9 -0.7
C -2.465 1.252 0.443 0.8 -0.3 -0.5
H 0.247 1.245 3.229 -0.5 0.1 0.1
H -1.396 1.975 3.031 0.0 0.1 0.3
H -0.019 2.571 2.050 -0.3 -0.3 0.6
H -2.501 -0.047 3.112 0.0 0.1 -0.1
H -2.166 -1.566 2.234 0.2 0.2 0.1
H -0.912 -0.835 3.316 -0.4 -0.1 -0.1
H -3.171 1.512 1.222 -0.3 0.1 0.1
H -2.022 2.131 -0.027 -0.7 0.0 0.0
H -2.895 0.572 -0.296 -0.3 0.2 0.4
```
Positions in Å, forces in eV/Å.

Calculated values
- net charge = +4
- ⟨S²⟩ = 6.03
- energy relative to the best compared isomer or geometry (same formula, charge and spin) (eV) = 3.148
- electronic energy (Ha) = -1406.99382
- multiplicity = 5
- HOMO level (alpha / beta) (eV) = -21.0 / -23.3
- LUMO energy (alpha / beta) (eV) = -15.08 / -18.67

***

The following is a quantum chemistry calculation of a molecular structure, C17H24N3O2P2STc, from the Open Molecules 2025 dataset.

Structure (XYZ):
```
50
Properties=species:S:1:pos:R:3:forces:R:3
Tc -0.249 0.458 -0.655 0.7 1.7 0.6
C 2.881 -0.993 -1.771 -0.4 0.0 -0.1
P 2.208 0.329 -0.729 1.0 -0.3 -0.1
C 3.039 1.845 -1.298 -0.4 0.0 0.0
C 2.799 0.002 0.963 -0.6 0.0 -0.1
C 4.157 0.015 1.265 0.0 0.0 -0.2
C 4.582 -0.193 2.569 -0.1 0.0 0.0
C 3.656 -0.402 3.581 0.0 0.0 -0.1
C 2.303 -0.442 3.281 -0.2 0.0 0.1
C 1.867 -0.251 1.976 -0.2 0.1 -0.4
P 0.098 -0.411 1.583 0.3 0.2 0.6
C -0.834 0.486 2.854 0.0 0.0 -0.3
C -0.301 -2.171 1.788 -0.2 0.1 -0.4
H 3.965 -1.012 -1.636 0.0 0.1 0.1
H 2.670 -0.804 -2.823 0.0 0.0 0.0
H 2.476 -1.961 -1.485 0.0 -0.1 0.0
H 4.114 1.657 -1.338 0.0 -0.2 0.1
H 2.858 2.675 -0.618 0.0 0.0 0.0
H 2.705 2.111 -2.302 0.0 0.0 0.0
H 4.897 0.180 0.493 0.0 0.1 0.0
H 5.636 -0.183 2.800 0.1 0.0 0.0
H 3.985 -0.540 4.599 0.0 0.0 0.1
H 1.593 -0.617 4.074 -0.1 -0.1 0.2
H -0.656 0.011 3.821 0.0 -0.1 0.0
H -1.904 0.453 2.653 0.0 0.0 0.0
H -0.508 1.523 2.912 0.0 0.0 -0.1
H -0.050 -2.471 2.808 0.1 0.2 0.0
H 0.274 -2.788 1.101 0.0 0.0 0.0
H -1.365 -2.342 1.634 -0.1 0.0 0.0
O 0.044 2.285 -0.204 -1.4 -2.2 2.1
N 0.210 3.253 -1.059 1.1 0.5 -3.5
C -0.099 4.490 -0.887 -0.6 -0.4 1.1
C -0.734 5.029 0.271 0.2 -0.5 -0.2
N -1.303 5.395 1.190 -0.4 0.3 0.8
C 0.106 5.402 -1.961 0.3 -0.8 0.3
N 0.248 6.121 -2.836 0.1 0.7 -0.7
O -1.597 -0.812 -1.267 1.6 0.5 1.3
S -2.683 -0.882 -2.406 -1.2 0.0 -0.9
C -4.248 -0.552 -1.501 -0.1 0.2 -0.1
C -5.148 -1.735 -1.810 -0.1 -0.3 -0.1
C -4.260 -2.974 -1.777 -0.2 0.0 0.2
C -3.053 -2.655 -2.641 0.0 -0.1 0.1
H -4.656 0.400 -1.836 0.1 0.1 0.0
H -3.983 -0.485 -0.446 0.1 -0.1 0.0
H -5.597 -1.612 -2.796 -0.1 0.0 0.0
H -5.962 -1.800 -1.087 0.1 0.1 0.0
H -4.783 -3.845 -2.170 0.1 0.0 0.0
H -3.956 -3.201 -0.754 0.0 0.0 0.0
H -3.283 -2.745 -3.704 0.1 0.1 -0.1
H -2.164 -3.242 -2.421 0.2 0.1 -0.1
```
Positions in Å, forces in eV/Å.

Calculated values
- net charge = +3
- ⟨S²⟩ = 0.82
- electronic energy (Ha) = -2137.45925
- multiplicity = 2
- HOMO level (alpha / beta) (eV) = -18.7 / -18.7
- LUMO energy (alpha / beta) (eV) = -12.95 / -12.33